The following is a quantum chemistry calculation of a 11-piece molecular cluster, C30H64Br6N4O4S4 overall in a non-equilibrium geometry, from the Open Molecules 2025 dataset.

Each line ends with the Mulliken charge.
CARTESIAN COORDINATES (ANGSTROEM)
C (-6.01395, -1.10376, -3.00292)  -1.137
C (-5.76281, -0.70331, -1.54033)  0.084
C (-4.90905, -1.67117, -0.75894)  0.715
C (-3.67337, -2.12142, -1.42313)  0.179
N (-2.69820, -2.41243, -1.95580)  -0.435
H (-6.62938, -1.99914, -3.09037)  0.331
H (-5.04686, -1.32875, -3.45260)  0.177
H (-6.43932, -0.25696, -3.54151)  0.373
H (-6.71037, -0.60453, -1.01073)  0.407
H (-5.25792, 0.25450, -1.41470)  -0.353
H (-5.57425, -2.49887, -0.51294)  0.569
H (-4.61783, -1.21067, 0.18511)  -0.907
C (1.34062, 0.54540, 0.92493)  -0.447
C (0.09317, -0.06799, 0.26557)  0.454
C (-0.06161, -0.07300, -1.28716)  1.663
C (-0.01661, 1.28926, -1.77083)  -0.638
N (0.12499, 2.39929, -2.07760)  -0.687
H (1.34566, 1.63529, 0.93928)  0.395
H (2.27609, 0.27807, 0.43348)  -0.084
H (1.40323, 0.10351, 1.91938)  -0.392
H (-0.80848, 0.41430, 0.64307)  -0.425
H (0.00002, -1.04184, 0.74626)  0.209
H (-1.01394, -0.51739, -1.57645)  -0.494
H (0.71585, -0.58844, -1.85104)  0.467
C (6.23880, 3.05654, 3.28931)  -1.109
C (4.85499, 3.31202, 3.95435)  -0.298
C (3.77778, 4.00370, 2.98619)  -0.217
C (3.76999, 3.58493, 1.56695)  0.284
N (3.79252, 3.25342, 0.44419)  -0.483
H (6.78309, 3.92651, 2.92191)  0.332
H (6.18835, 2.43228, 2.39721)  0.172
H (6.83098, 2.49580, 4.01249)  0.374
H (5.02123, 3.81272, 4.90817)  0.368
H (4.49725, 2.31292, 4.20316)  0.194
H (4.01346, 5.06311, 2.88512)  0.324
H (2.77026, 3.89843, 3.38858)  0.084
C (0.19363, -4.30467, -0.98108)  -0.909
C (0.10068, -5.15002, -2.26700)  -0.425
C (1.49056, -5.48745, -2.81039)  -0.654
C (2.58217, -4.47898, -3.00102)  0.301
N (3.46618, -3.72090, -3.06911)  -0.498
H (0.99123, -4.71127, -0.35929)  0.558
H (-0.72711, -4.44557, -0.41496)  0.271
H (0.43848, -3.25124, -1.11682)  -0.039
H (-0.44461, -4.53956, -2.98678)  0.217
H (-0.45730, -6.07931, -2.15221)  0.398
H (1.34431, -6.23548, -3.58958)  0.441
H (1.99693, -6.13816, -2.09745)  0.300
C (-2.55923, 3.36585, 1.09620)  -0.685
S (-3.64277, 2.36670, -0.02411)  0.473
O (-2.99959, 0.99628, -0.19301)  -0.556
C (-3.40923, 3.23690, -1.64689)  -0.916
H (-1.60866, 3.54419, 0.59350)  0.369
H (-2.26030, 2.82242, 1.99255)  -0.176
H (-3.02478, 4.34381, 1.21848)  0.571
H (-2.52853, 2.90624, -2.19746)  0.151
H (-3.42963, 4.32631, -1.61756)  0.400
H (-4.15081, 2.81953, -2.32803)  0.302
C (3.49592, 0.65753, -6.61821)  -0.878
S (4.10536, 0.19072, -4.90832)  0.580
O (5.41595, 0.98724, -4.56986)  -0.650
C (2.77453, 0.91204, -3.78998)  -0.135
H (3.54002, 1.71414, -6.88229)  0.353
H (2.41947, 0.49334, -6.66727)  0.188
H (4.02065, 0.18528, -7.44871)  0.337
H (2.77880, 1.98077, -4.00424)  0.444
H (3.10266, 0.72016, -2.76841)  -0.051
H (1.77924, 0.48876, -3.92536)  -0.203
C (-5.27581, 0.48188, 2.84687)  -1.040
S (-3.52499, 0.58322, 3.42897)  0.790
O (-3.50991, 0.73554, 4.94885)  -0.640
C (-2.91500, -1.12458, 2.85407)  -0.085
H (-5.36684, 0.65758, 1.77498)  0.130
H (-5.92065, 1.26308, 3.24934)  0.391
H (-5.59948, -0.50172, 3.18728)  0.398
H (-3.17116, -1.95810, 3.50809)  0.537
H (-1.83230, -1.13462, 2.72856)  -0.336
H (-3.30969, -1.40023, 1.87616)  -0.156
C (-1.72965, 3.77558, 5.01443)  -0.699
S (-0.18997, 2.86213, 5.58208)  0.448
O (-0.63519, 1.76349, 6.53354)  -0.613
C (0.07022, 1.96280, 4.00286)  -0.618
H (-2.22111, 4.27771, 5.84775)  0.387
H (-2.43228, 3.21954, 4.39375)  0.023
H (-1.38367, 4.57328, 4.35711)  0.359
H (-0.73237, 1.22569, 3.97807)  0.093
H (1.04498, 1.47716, 4.04849)  0.356
H (-0.00797, 2.58406, 3.11066)  0.277
Br (3.15830, -2.91367, 3.19896)  -0.096
C (1.51428, -2.25163, 4.15282)  0.092
C (0.51866, -3.34924, 4.28178)  -0.743
Br (-0.26025, -3.98975, 2.53137)  -0.111
H (1.14647, -1.40655, 3.57088)  -0.388
H (1.89718, -1.86653, 5.09791)  0.447
H (-0.29717, -3.13509, 4.97218)  0.429
H (0.88845, -4.23345, 4.80094)  0.487
Br (-3.47005, 1.78620, -5.06149)  -0.204
C (-2.15968, 0.40413, -5.74767)  -0.598
C (-1.59567, -0.29304, -4.56634)  0.460
Br (-0.13274, -1.49538, -5.09848)  -0.153
H (-1.37165, 0.95768, -6.25825)  0.426
H (-2.68314, -0.30617, -6.38766)  0.436
H (-2.40918, -0.82505, -4.07311)  -0.145
H (-1.20415, 0.39696, -3.81887)  -0.230
Br (5.48504, -3.91110, -0.34023)  -0.167
C (4.39348, -2.21793, -0.31513)  0.149
C (5.30821, -0.95516, -0.33638)  -0.569
Br (6.15322, -0.48040, 1.37102)  -0.179
H (3.69575, -2.18731, 0.52172)  -0.009
H (3.67535, -2.23454, -1.13496)  0.061
H (4.86409, -0.08113, -0.81276)  0.143
H (6.12945, -1.12330, -1.03309)  0.529

The calculation puts the orbital gap at 8.43 eV. Its spin multiplicity is 1.

***

The following is a quantum chemistry calculation of a 3-piece molecular cluster, C30H64N3O9P2S overall in a non-equilibrium geometry, from the Open Molecules 2025 dataset.

Each line ends with the Mulliken charge.
CARTESIAN COORDINATES (ANGSTROEM)
C (7.84795, -2.95341, -1.76170)  -0.940
C (8.65209, -1.83728, -2.48959)  -0.730
C (7.76960, -1.21560, -3.59617)  -0.497
C (6.66968, -0.26218, -3.04204)  0.164
C (6.44068, 0.88712, -4.06142)  -0.893
C (4.99039, 1.43679, -4.14134)  -0.750
C (4.14478, 1.28158, -2.84295)  -1.244
C (3.01364, 0.21288, -3.02437)  0.698
C (1.61542, 0.88302, -3.04894)  -1.205
C (0.53623, 0.11124, -3.84186)  -1.596
C (0.10441, -1.25505, -3.23220)  0.930
C (0.71981, -1.74860, -1.88998)  -0.837
C (1.47919, -3.09218, -2.14396)  -0.673
N (1.20583, -3.57776, -3.52982)  0.255
C (2.43580, -3.93672, -4.33954)  -1.279
C (2.83357, -5.41140, -4.25228)  -0.624
S (4.13311, -5.71931, -5.53620)  -0.166
C (4.66262, -4.10448, -5.99701)  0.227
N (5.60286, -3.39494, -5.46254)  -0.180
N (5.62619, -2.20201, -6.12121)  -0.126
C (4.70882, -2.23118, -7.03116)  -0.020
O (4.05936, -3.41183, -7.00169)  -0.286
C (0.72170, -2.30832, -4.21225)  -1.020
H (7.17192, -3.46225, -2.46177)  0.182
H (8.52328, -3.71812, -1.36550)  0.372
H (7.25034, -2.48207, -0.97186)  0.218
H (9.03947, -1.08547, -1.79427)  0.386
H (9.48821, -2.33743, -2.99906)  0.347
H (8.37254, -0.72432, -4.36865)  0.466
H (7.24769, -2.05332, -4.07604)  -0.027
H (7.11125, 0.19806, -2.14375)  0.345
H (5.75123, -0.80356, -2.79228)  -0.031
H (6.67049, 0.46644, -5.05265)  0.346
H (7.16816, 1.69449, -3.92230)  0.380
H (5.06936, 2.51391, -4.34860)  0.367
H (4.42292, 1.01252, -4.97902)  0.374
H (4.73236, 1.12006, -1.93610)  0.559
H (3.62236, 2.23866, -2.69910)  0.530
H (3.06356, -0.43673, -2.13587)  0.100
H (3.22591, -0.39810, -3.91301)  -0.154
H (1.73854, 1.84654, -3.56229)  0.626
H (1.23775, 1.07270, -2.03734)  0.264
H (0.84759, 0.04986, -4.89401)  0.543
H (-0.36047, 0.74780, -3.84226)  0.472
H (-0.97285, -1.37856, -3.38672)  0.256
H (-0.16340, -2.11007, -1.33789)  0.376
H (1.23066, -1.02449, -1.26097)  0.499
H (2.52769, -2.82371, -1.95043)  0.164
H (1.27509, -3.83998, -1.37216)  0.480
H (0.46723, -4.27939, -3.48594)  0.512
H (2.16996, -3.74282, -5.38242)  0.606
H (3.22978, -3.27468, -3.98701)  0.422
H (1.99354, -6.10200, -4.38971)  0.440
H (3.30584, -5.67757, -3.29916)  0.393
H (4.49047, -1.40332, -7.69216)  0.426
H (1.64974, -1.80976, -4.51570)  0.140
H (0.18806, -2.55382, -5.13583)  0.403
O (-5.28446, -1.50175, -0.55809)  -0.824
P (-4.50276, -0.25671, -0.31937)  1.122
O (-5.64355, 0.84022, 0.10731)  -0.371
C (-6.74985, 0.48517, 0.93562)  -0.567
C (-6.44607, 0.70985, 2.40331)  -0.873
O (-4.19025, 0.20450, -1.85874)  -0.333
C (-4.34778, -0.70035, -2.94641)  -0.100
C (-5.71278, -0.54355, -3.58404)  -1.236
O (-3.24906, 0.69599, 0.12637)  -0.308
C (-3.06524, 1.11813, 1.47920)  -0.122
C (-2.73569, -0.02784, 2.41192)  -1.042
H (-7.06642, -0.54606, 0.77490)  0.322
H (-7.58326, 1.12307, 0.63749)  0.384
H (-5.60725, 0.08860, 2.72765)  0.205
H (-7.31143, 0.46370, 3.02008)  0.498
H (-6.18030, 1.75162, 2.59022)  0.213
H (-4.17021, -1.72885, -2.62806)  0.374
H (-3.57445, -0.45670, -3.68231)  0.219
H (-6.50938, -0.60838, -2.84355)  0.296
H (-5.87751, -1.31080, -4.34258)  0.375
H (-5.79995, 0.43633, -4.05582)  0.302
H (-3.93116, 1.68437, 1.82027)  0.191
H (-2.22932, 1.81899, 1.46706)  0.341
H (-3.49257, -0.81760, 2.35848)  0.330
H (-2.66556, 0.32341, 3.44178)  0.347
H (-1.78208, -0.48393, 2.13800)  0.269
O (-5.46089, 3.24798, 8.26137)  -0.817
P (-4.14344, 2.85979, 7.68836)  1.051
O (-3.32463, 4.28521, 7.62256)  -0.369
C (-3.43860, 5.25749, 8.65924)  -0.293
C (-2.37754, 5.08024, 9.72886)  -0.998
O (-4.54022, 2.65805, 6.11654)  -0.296
C (-5.90223, 2.51797, 5.71243)  0.034
C (-6.47365, 3.85631, 5.29059)  -1.119
O (-2.81749, 1.95008, 7.37940)  -0.327
C (-1.69813, 1.92654, 8.26133)  -0.159
C (-2.02149, 1.29279, 9.59822)  -1.103
H (-4.42977, 5.24898, 9.11405)  0.307
H (-3.31186, 6.23357, 8.18765)  0.342
H (-2.47182, 4.10664, 10.21589)  0.183
H (-2.46796, 5.85355, 10.49247)  0.402
H (-1.37644, 5.14216, 9.29861)  0.259
H (-6.49915, 2.05661, 6.49825)  0.388
H (-5.91635, 1.83460, 4.86181)  -0.025
H (-6.32069, 4.61661, 6.05624)  0.358
H (-7.54296, 3.77457, 5.08827)  0.378
H (-5.97492, 4.21451, 4.38732)  0.271
H (-1.28214, 2.92779, 8.37418)  0.214
H (-0.93047, 1.33250, 7.76240)  0.321
H (-2.87532, 1.78287, 10.07709)  0.335
H (-1.16312, 1.34815, 10.26799)  0.354
H (-2.29033, 0.24313, 9.47022)  0.312

Its total charge is +1. The calculation puts the orbital gap at 8.63 eV. Its spin multiplicity is 1.